[1]
The following is a DFT calculation (the ωB97M-V functional and the def2-TZVPD basis) of a cluster of 5 separate species, C43H63IO9 in total.

The geometry in XYZ format:
```
116
Properties=species:S:1:pos:R:3:forces:R:3
C 3.67677 -5.76380 -0.01264 -0.4 0.2 -0.1
O 2.52522 -5.28303 -0.68507 0.0 -0.5 0.3
C 1.78406 -6.38262 -1.20095 0.2 0.5 -0.7
C 0.38242 -5.93858 -1.45026 0.1 -0.1 0.5
C -0.70705 -6.46410 -0.90158 0.4 0.0 0.1
C -2.07063 -5.99456 -1.24044 0.4 0.2 -0.1
O -2.99174 -6.76299 -1.18511 -0.6 -0.4 0.1
C -2.17564 -4.57266 -1.67055 -0.6 0.4 0.0
C -1.03087 -4.01364 -2.22385 0.3 0.0 0.0
C -1.01690 -2.70454 -2.62706 -0.2 0.0 -0.1
C -2.15512 -1.91729 -2.52606 0.3 0.2 0.0
C -1.95904 -0.49587 -3.02393 0.3 -0.4 0.1
O -0.68528 -0.04144 -2.59782 -0.4 0.6 0.2
C -0.53693 0.41089 -1.29617 -0.1 0.0 0.3
C -1.56601 0.90602 -0.48990 0.2 0.1 0.0
C -1.30795 1.43481 0.78271 -0.1 -0.2 -0.2
C -2.40050 2.04650 1.62181 0.2 0.1 -0.2
C -0.00435 1.42030 1.24915 -0.2 -0.1 -0.3
C 0.99814 0.88262 0.46316 -0.1 0.2 0.3
C 0.76726 0.38236 -0.80528 0.3 0.1 -0.3
C 1.89686 -0.19869 -1.63676 -0.1 0.0 0.5
C 2.15521 -1.62995 -1.16033 -0.1 0.4 -0.1
C 3.17675 0.61681 -1.54417 0.1 -0.4 -0.6
C -3.34722 -2.44206 -2.03612 0.1 0.0 0.1
C -4.57705 -1.55918 -2.02826 0.2 -0.5 0.1
C -4.93148 -0.90040 -0.68320 -0.5 0.6 -0.4
C -6.38195 -1.12897 -0.23909 0.2 0.1 0.4
C -6.52450 -1.14611 1.27677 0.2 -0.4 -0.4
O -6.71074 0.14711 1.81270 -0.1 0.1 0.2
C -3.32474 -3.77724 -1.59146 -0.3 -0.3 0.1
I -5.09265 -4.58298 -0.76416 0.2 0.2 0.0
C 0.20825 -4.82585 -2.39899 -0.6 0.3 0.1
O 0.99547 -4.59275 -3.27630 0.6 0.2 -0.4
H 4.30264 -6.35494 -0.67835 0.2 -0.1 -0.1
H 3.36959 -6.37660 0.83454 0.1 -0.1 0.2
H 4.22517 -4.90425 0.34451 0.2 0.2 0.1
H 2.23228 -6.61252 -2.16940 0.0 -0.4 -0.1
H 1.82868 -7.25521 -0.55387 -0.1 -0.1 0.2
H -0.63861 -7.30358 -0.23010 -0.1 -0.3 0.1
H -0.11339 -2.29656 -3.03967 0.2 0.1 -0.1
H -2.75688 0.19352 -2.78641 -0.1 0.1 0.3
H -1.90283 -0.54304 -4.10706 0.1 0.1 -0.2
H -2.58066 0.93257 -0.84086 -0.3 0.0 -0.2
H -2.34316 1.74448 2.65944 0.0 -0.3 0.1
H -3.38834 1.79152 1.25532 -0.2 -0.1 -0.1
H -2.31515 3.13039 1.61872 0.0 0.2 -0.1
H 0.22564 1.83869 2.21349 0.1 0.0 0.3
H 1.99151 0.88088 0.87682 0.3 -0.1 -0.1
H 1.56436 -0.19272 -2.66743 0.0 -0.2 -0.2
H 1.21668 -2.16637 -1.06737 0.0 -0.2 -0.1
H 2.84408 -2.15297 -1.81298 0.0 -0.2 -0.2
H 2.60320 -1.57356 -0.17112 0.1 -0.1 0.2
H 3.94621 0.08414 -2.09941 0.2 -0.1 -0.1
H 3.54091 0.71175 -0.52930 0.0 0.2 0.2
H 3.05958 1.57722 -2.02620 0.0 0.5 0.2
H -4.42037 -0.79809 -2.77862 -0.1 0.1 -0.2
H -5.42252 -2.14812 -2.36659 -0.2 -0.2 -0.1
H -4.22158 -1.14474 0.10162 0.1 -0.3 0.1
H -4.85696 0.17502 -0.83675 0.4 0.2 0.1
H -6.78122 -2.04071 -0.66172 0.0 -0.3 -0.1
H -7.00814 -0.30678 -0.57726 -0.2 0.0 -0.3
H -5.63494 -1.62249 1.69413 0.1 -0.1 0.2
H -7.37607 -1.75773 1.55108 -0.3 0.1 0.2
H -5.93960 0.66981 1.57795 0.1 0.1 0.1
C -3.94020 1.49261 6.61416 -0.1 0.0 0.0
C -4.41428 0.04233 6.58397 0.1 -0.1 0.1
C -4.44429 -0.24169 5.08948 0.0 0.1 -0.1
O -3.41161 0.56184 4.50203 -0.1 0.0 0.2
C -2.94492 1.51443 5.46383 0.1 -0.1 0.0
H -3.49435 1.78976 7.56196 0.0 0.0 0.0
H -4.77534 2.16427 6.40377 0.0 0.0 0.0
H -3.68142 -0.60111 7.07625 0.0 0.0 0.0
H -5.38011 -0.11449 7.06134 0.0 0.0 0.0
H -5.40129 0.05081 4.65235 -0.1 0.0 0.0
H -4.25917 -1.28995 4.85300 0.1 0.0 -0.1
H -1.94778 1.20733 5.79768 0.0 0.1 0.0
H -2.86517 2.49354 4.98858 0.0 0.0 0.0
C 2.74159 6.09829 -4.28100 0.0 -0.1 -0.1
C 1.59201 5.20354 -4.73791 -0.1 0.1 0.1
C 1.99698 3.85760 -4.15206 0.1 -0.1 0.0
O 2.72462 4.13907 -2.95575 0.0 0.0 -0.1
C 3.04158 5.53508 -2.89872 -0.1 0.0 0.1
H 2.49267 7.15803 -4.25945 0.0 0.0 0.0
H 3.60389 5.96379 -4.93812 0.0 0.0 0.0
H 0.65513 5.54251 -4.28983 0.0 0.0 0.0
H 1.45974 5.17113 -5.81848 0.0 0.0 0.0
H 2.65320 3.30805 -4.83669 0.0 0.0 0.0
H 1.14127 3.22436 -3.91124 0.0 0.0 0.0
H 2.40940 6.00117 -2.13497 0.0 0.1 0.0
H 4.08199 5.65983 -2.60485 0.0 0.0 0.1
C 0.79806 -3.74805 1.29195 -0.2 0.0 0.1
C -0.42569 -2.83707 1.34339 0.1 0.1 -0.1
C -0.62869 -2.67980 2.84102 0.0 -0.2 0.1
O 0.66852 -2.76718 3.43926 -0.1 0.0 0.0
C 1.60835 -3.23812 2.47429 0.0 0.1 -0.1
H 1.34414 -3.69839 0.35790 0.0 0.0 0.0
H 0.50015 -4.78704 1.45833 0.0 0.0 0.0
H -0.19121 -1.86832 0.88975 0.0 0.0 0.0
H -1.30173 -3.24493 0.83856 0.0 0.0 0.0
H -1.24967 -3.49136 3.24214 0.0 0.0 0.0
H -1.08236 -1.73100 3.11095 0.0 0.2 0.1
H 2.25152 -2.40023 2.17946 0.0 0.0 0.0
H 2.23231 -4.01044 2.92861 0.0 0.0 0.0
C 6.96045 6.56401 1.06802 0.0 -0.1 0.0
C 7.90376 6.06834 -0.02498 0.0 0.1 0.0
C 6.92505 5.69472 -1.12993 -0.1 -0.1 0.0
O 5.80916 6.57916 -0.99668 0.1 0.0 0.0
C 5.88712 7.27070 0.25158 0.1 0.1 -0.1
H 7.43560 7.21893 1.79655 0.0 0.0 0.0
H 6.52956 5.71471 1.60261 0.0 0.0 0.0
H 8.55346 6.88194 -0.35518 0.0 0.0 0.0
H 8.53280 5.23414 0.28108 0.0 0.0 0.0
H 6.56772 4.66592 -1.01354 0.1 0.0 0.0
H 7.35004 5.80174 -2.12851 0.0 0.0 0.0
H 6.16093 8.31287 0.05420 0.0 0.0 0.1
H 4.90830 7.25552 0.73188 0.0 0.0 -0.1
```
Forces are in eV/Å.

Summary:
Total charge = 0
SMILES = COCC1=CC(=O)c2c(cc(COc3cc(C)ccc3C(C)C)c(CCCCO)c2I)C1=O.C1CCOC1.C1CCOC1.C1CCOC1.C1CCOC1
Total energy = -2651.03514 Eh
HOMO energy = -8.31 eV
Orbital gap = 0.27002 hartree


[2]
The following is a DFT calculation (the ωB97M-V functional and the def2-TZVPD basis) of a cluster of 2 separate species, C29H29N2O2 in total.

The geometry in XYZ format:
```
62
Properties=species:S:1:pos:R:3:forces:R:3
C 4.93058 5.33963 -0.98634 0.0 -0.2 -0.3
O 5.06453 3.95771 -1.42526 -1.2 -0.1 0.0
C 3.92682 3.21814 -1.48111 0.0 0.3 0.7
C 4.06891 1.80112 -1.52657 0.1 0.6 0.2
C 2.97445 1.00706 -1.29549 -0.1 0.1 -0.7
C 1.67466 1.56223 -1.15557 0.4 0.5 0.2
C 0.55304 0.70220 -1.14706 -0.4 -0.2 -0.7
C -0.73707 1.00370 -0.64373 -0.7 -0.2 0.6
C -1.77728 0.11914 -1.03612 0.0 0.2 -0.2
C -3.10150 0.42671 -0.81588 0.1 0.2 0.2
C -3.41926 1.62099 -0.15663 -1.2 0.2 -0.2
O -4.78270 1.86048 0.04371 1.1 -0.3 0.3
C -5.46864 2.76831 -0.76768 0.1 0.3 -0.2
C -6.55818 2.28754 -1.49830 0.6 0.1 0.1
C -7.15461 3.12864 -2.43260 0.0 0.2 0.1
C -6.71149 4.45182 -2.56164 0.1 0.0 0.2
C -5.70203 4.94985 -1.72493 0.0 -0.3 0.0
C -5.06776 4.10043 -0.81227 -0.4 -0.2 -0.3
C -2.42249 2.46472 0.35562 0.2 0.0 0.2
C -1.08776 2.10807 0.19393 0.0 0.0 -0.4
C 1.53331 2.97810 -1.19269 0.1 -0.3 0.2
C 2.63303 3.79372 -1.36163 0.6 -0.1 0.2
H 5.96353 5.68997 -0.91135 -0.3 0.0 0.0
H 4.36820 5.94087 -1.72368 0.4 -0.3 0.2
H 4.42391 5.41055 -0.00551 0.3 -0.2 -0.4
H 5.05769 1.37553 -1.68239 -0.2 0.1 0.2
H 3.07703 -0.07718 -1.21975 0.0 0.3 -0.1
H 0.60934 -0.19005 -1.78217 0.0 0.7 0.4
H -1.51638 -0.81273 -1.53584 0.0 0.3 0.0
H -3.91222 -0.21163 -1.14912 0.1 0.0 0.1
H -6.88628 1.26466 -1.33346 0.1 0.1 -0.2
H -7.96575 2.74237 -3.05638 0.3 0.2 0.2
H -7.17039 5.10584 -3.30410 0.1 -0.2 0.2
H -5.38636 5.99489 -1.77411 -0.2 -0.3 -0.1
H -4.28980 4.44434 -0.13245 -0.2 0.0 -0.3
H -2.69639 3.38457 0.88357 0.1 -0.6 0.0
H -0.30826 2.68743 0.70037 -0.3 -0.2 -0.4
H 0.55239 3.44444 -1.11111 0.3 -0.2 -0.2
H 2.51128 4.87945 -1.34366 0.0 -0.5 -0.1
C 1.69394 -6.64777 3.78593 -0.3 -0.1 -0.1
C 2.96811 -6.85135 2.95043 0.2 0.3 0.1
C 2.89199 -5.85600 1.78546 0.1 -0.2 -0.6
N 1.76411 -4.98591 2.08821 -0.1 0.3 -0.4
C 1.47627 -3.86131 1.35042 0.2 -0.1 0.0
C 1.62574 -3.87436 -0.06461 -0.1 0.4 0.2
C 1.33495 -2.71068 -0.76602 0.2 -0.2 0.5
N 1.00511 -1.55475 -0.15716 0.3 -0.1 0.1
C 0.91039 -1.51824 1.17509 -0.1 -1.0 0.3
C 1.06443 -2.65522 1.97273 0.1 0.2 -0.7
C 1.04593 -5.34462 3.28959 -0.3 0.2 0.6
H 0.99551 -7.47792 3.62316 0.2 0.2 0.2
H 1.91733 -6.57991 4.85322 -0.1 -0.2 -0.2
H 3.84470 -6.61113 3.55792 -0.1 -0.2 -0.1
H 3.06320 -7.87144 2.57992 0.0 0.1 0.1
H 3.82433 -5.27338 1.70366 -0.3 0.0 0.0
H 2.76486 -6.36772 0.81644 0.0 0.0 0.3
H 1.91901 -4.78556 -0.59552 -0.1 0.4 0.3
H 1.37694 -2.71240 -1.86513 0.0 0.1 0.5
H 0.68881 -0.55020 1.64194 0.0 -0.3 -0.3
H 0.94257 -2.58607 3.05084 0.0 -0.1 -0.3
H -0.03085 -5.50084 3.08833 0.4 0.2 0.0
H 1.11256 -4.54687 4.04453 0.0 -0.2 0.0
```
Forces are in eV/Å.

Summary:
Total charge = +1
Total energy = -1382.16834 Eh
Energy above the lowest of the compared OMol25 structures with the same formula, charge and spin = 16.6 kcal per mole
HOMO energy = -10.45 eV
Orbital gap = 0.21591 hartree


[3]
The following is a DFT calculation (the ωB97M-V functional and the def2-TZVPD basis) of a cluster of 2 separate species, C2H2BrNO2 in total.

The geometry in XYZ format:
```
8
Properties=species:S:1:pos:R:3:forces:R:3
C 1.21320 0.05546 1.78310 4.7 2.7 -5.2
C 1.93837 0.48487 0.88515 -2.5 -1.1 3.0
Br 2.91956 1.08726 -0.46432 0.4 0.7 -0.3
H 0.46064 -0.19531 2.36622 -2.8 -1.2 2.6
O 1.32329 -2.98752 0.31747 4.3 2.8 1.5
N 2.29200 -2.28441 0.62823 -3.3 -2.6 -2.5
O 2.99404 -1.95864 -0.57934 -3.1 -4.6 -0.2
H 3.46805 -1.19162 -0.55631 2.3 3.3 1.2
```
Forces are in eV/Å.

Summary:
Total charge = 0
SMILES = C#CBr.O=NO
Total energy = -2856.44351 Eh
Energy above the lowest of the compared OMol25 structures with the same formula, charge and spin = 127.9 kcal per mole
HOMO energy = -10.22 eV
Orbital gap = 0.36986 hartree


[4]
The following is a DFT calculation (the ωB97M-V functional and the def2-TZVPD basis) of an isolated molecule of C20H21N5O3S2.

The geometry in XYZ format:
```
51
Properties=species:S:1:pos:R:3:forces:R:3
C -0.15833 2.95015 -2.77192 0.0 0.0 0.0
O 0.41728 2.05462 -1.85337 0.2 0.0 -0.1
C -0.49126 1.46106 -0.95757 -0.3 -0.2 0.2
C -1.36077 0.36338 -1.58391 0.5 0.2 -0.1
C -0.49919 -0.72869 -2.22749 -0.5 0.4 -0.2
N 0.27860 -1.42297 -1.23860 0.4 -0.5 0.6
C -0.20082 -2.30469 -0.31286 0.1 -0.1 0.0
S -1.81424 -2.94813 -0.41404 -0.2 -0.2 -0.1
C -1.88368 -3.85679 1.16969 0.3 -0.2 -0.4
C -3.25168 -3.65578 1.75992 0.2 0.0 -0.1
O -4.06639 -4.53507 1.88635 -0.1 -0.2 0.0
N -3.59103 -2.36178 2.11213 -0.8 0.0 0.2
C -2.79625 -1.25956 2.21436 0.1 1.2 0.2
N -1.52113 -1.24250 2.23140 -0.1 -1.0 0.1
C -1.01789 0.01747 2.37139 -0.3 0.9 0.0
C 0.33101 0.34276 2.45194 -0.1 -0.1 0.0
C 0.68142 1.66789 2.61246 0.1 0.0 0.0
C -0.28680 2.66534 2.68650 0.0 0.1 0.0
C -1.63371 2.36144 2.61008 0.0 0.1 0.0
C -1.99302 1.03535 2.45698 0.2 -0.3 0.0
S -3.58667 0.33511 2.35706 0.3 -0.4 -0.1
N 0.70875 -2.59456 0.57467 -0.9 -0.5 0.1
N 1.80961 -1.89529 0.25750 1.0 0.5 -0.3
C 1.56941 -1.19838 -0.82349 -0.1 -0.2 0.2
C 2.51918 -0.35110 -1.50293 0.7 0.6 0.1
C 2.71031 -0.20149 -2.90877 0.5 0.3 -0.1
C 3.72261 0.68923 -3.05165 -0.6 -0.5 -0.6
O 4.16941 1.09905 -1.85166 0.3 0.3 0.3
C 3.45106 0.46453 -0.90970 -0.9 -0.7 0.3
C 3.73972 0.72903 0.52055 0.1 0.2 -0.3
H -0.80695 2.44337 -3.49492 0.0 0.0 0.0
H -0.73975 3.72405 -2.25663 0.0 0.0 0.0
H 0.67061 3.41387 -3.30309 -0.1 0.0 -0.1
H -1.13996 2.22667 -0.50619 0.1 -0.1 0.0
H 0.13137 1.03287 -0.16687 -0.2 0.1 0.0
H -1.99026 -0.06923 -0.80513 -0.1 0.0 0.0
H -2.01304 0.78654 -2.34851 -0.1 0.0 0.0
H -1.13606 -1.45455 -2.74202 0.2 0.1 -0.1
H 0.18557 -0.26518 -2.93804 -0.1 -0.1 0.0
H -1.72598 -4.91621 0.97216 -0.1 0.1 0.1
H -1.08724 -3.43860 1.78484 -0.1 -0.1 0.0
H -4.56471 -2.24305 2.36812 0.2 -0.2 0.0
H 1.06438 -0.44491 2.38845 0.1 -0.1 0.0
H 1.72360 1.93599 2.68958 0.1 0.0 0.0
H 0.01561 3.69378 2.81215 0.0 0.1 0.0
H -2.38643 3.13147 2.67547 0.0 0.1 0.0
H 2.20053 -0.71851 -3.69620 -0.1 -0.1 -0.2
H 4.20201 1.09483 -3.92008 0.1 0.1 0.0
H 3.25573 -0.03225 1.12364 0.0 0.0 0.0
H 3.37202 1.71533 0.80358 0.0 0.1 0.1
H 4.81346 0.70408 0.69468 0.1 0.0 0.1
```
Forces are in eV/Å.

Summary:
Total charge = 0
SMILES = COCCCn1c(SCC(=O)Nc2nc3ccccc3s2)nnc1-c1ccoc1C
Total energy = -2070.61698 Eh
Energy above the lowest of the compared OMol25 structures with the same formula, charge and spin = 0.0 kcal per mole
HOMO energy = -8.01 eV
Orbital gap = 0.30922 hartree


[5]
The following is a DFT calculation (the ωB97M-V functional and the def2-TZVPD basis) of a cluster of 2 separate species, C11H18O in total.

The geometry in XYZ format:
```
30
Properties=species:S:1:pos:R:3:forces:R:3
C 0.32692 -4.19856 -0.03020 0.7 0.8 2.2
C -0.54726 -2.97183 -0.13597 0.9 1.4 -1.1
C -0.11094 -2.19320 -1.20644 -1.5 1.7 -0.2
C -0.75982 -1.00100 -1.62546 0.5 0.5 1.1
C -1.74936 -0.42834 -0.80319 -0.2 -2.2 1.8
O -2.45408 0.74840 -1.00514 1.2 -0.3 -2.7
C -2.06439 -1.14939 0.43505 1.6 0.3 -2.7
C -1.47710 -2.37063 0.76481 0.3 -0.7 -1.0
H 0.23076 -4.46609 1.05825 0.6 -0.8 -1.2
H 1.39564 -3.90069 -0.27807 -1.2 -0.3 0.7
H 0.12825 -4.97310 -0.75432 -0.6 -0.4 0.2
H 0.84609 -2.39470 -1.66241 -0.2 -0.4 -0.4
H -0.23629 -0.41104 -2.38436 -0.6 -0.1 -0.1
H -2.28649 0.99064 -1.98365 -0.5 -0.3 2.3
H -2.70736 -0.63011 1.06820 -1.1 0.5 1.2
H -1.72811 -2.90808 1.68946 0.0 0.4 -0.4
C 1.39845 3.50837 -0.10305 -1.8 0.6 0.4
C 0.48490 2.24754 0.31875 2.3 3.9 -2.8
C 1.35159 1.19385 -0.17343 1.9 -4.7 2.3
C 0.21901 2.28383 1.73790 -0.1 -1.1 2.7
H 1.01658 4.05565 -0.95213 0.0 -0.1 -0.7
H 2.46062 3.29508 -0.24945 -0.4 0.0 0.2
H 1.22719 4.21437 0.68768 0.6 0.6 0.5
H -0.42411 2.26339 -0.26187 -0.4 0.0 -0.1
H 2.46260 1.21154 0.05240 -1.1 0.9 0.0
H 1.11856 0.29120 0.51720 0.0 0.3 -2.0
H 1.32093 1.02046 -1.23815 -0.4 -0.4 -0.2
H 1.07604 2.52066 2.36078 0.5 0.4 -0.2
H -0.59326 2.90460 2.12613 -0.1 -0.1 -0.5
H 0.07443 1.24717 2.03069 -0.8 -0.3 0.4
```
Forces are in eV/Å.

Summary:
Total charge = 0
SMILES = Cc1ccc(O)cc1.CC(C)C
Total energy = -505.09583 Eh
Energy above the lowest of the compared OMol25 structures with the same formula, charge and spin = 53.2 kcal per mole
HOMO energy = -8.29 eV
Orbital gap = 0.33256 hartree